Formula: C23H32Cl2N2RuS5
Source: the Open Molecules 2025 dataset
Level of theory: ωB97M-V/def2-TZVPD

```
65
Properties=species:S:1:pos:R:3:forces:R:3:nbo_charge:R:1
Ru 0.75392 -1.86109 -0.63864 -2.02 2.51 -1.31 0.399
C 0.28500 0.29053 -1.26894 1.15 -1.26 0.00 0.116
N 0.09203 0.79464 -2.42331 0.23 -0.46 -0.20 -0.532
C -0.83398 0.22979 -3.43743 -0.17 0.09 0.10 -0.238
C -1.55846 -1.03333 -3.01490 0.05 0.04 -0.11 -0.239
N -0.73638 -2.16083 -2.55436 0.18 -0.45 0.13 -0.485
C 0.09370 -2.66327 -3.67884 0.02 0.03 -0.03 -0.434
C -1.58863 -3.27028 -2.10559 -0.04 -0.09 0.09 0.187
C -2.86994 -3.46072 -2.60836 -0.01 -0.02 -0.04 -0.274
C -3.64302 -4.54118 -2.20555 -0.02 0.00 -0.02 -0.196
C -3.13204 -5.45676 -1.30378 0.04 0.01 0.01 -0.193
C -1.85316 -5.27876 -0.80229 -0.05 -0.02 -0.02 -0.211
C -1.07411 -4.19238 -1.18675 0.08 0.09 0.02 -0.207
S 0.55914 -4.08643 -0.49207 0.40 -0.39 0.23 -0.131
C 1.06221 1.75339 -2.93014 -0.05 0.50 0.22 0.193
C 0.62829 3.04293 -3.18618 0.03 -0.02 0.05 -0.237
C 1.53027 4.00738 -3.61118 -0.05 0.06 0.01 -0.181
C 2.86521 3.68139 -3.76789 0.08 -0.04 -0.02 -0.190
C 3.29988 2.38274 -3.53146 -0.09 0.12 -0.05 -0.189
C 2.40968 1.40105 -3.11506 -0.22 -0.36 -0.10 -0.226
S 3.01050 -0.29160 -3.04193 -0.13 0.35 0.05 0.052
H 2.99529 -0.40087 -1.70831 -0.02 -0.13 0.19 0.116
H 0.62941 -1.08535 0.76395 0.13 -0.59 0.56 -0.199
H 2.82726 1.83849 0.62971 -0.51 0.18 -0.08 0.306
H -0.27078 0.11715 -4.36382 0.09 -0.12 0.05 0.225
H -1.60915 0.97691 -3.62235 0.07 0.05 -0.09 0.231
H -2.09135 -1.31583 -3.93161 -0.09 -0.04 0.08 0.207
H -2.31018 -0.81987 -2.25620 0.11 0.06 0.10 0.233
H -0.54431 -2.95826 -4.51869 -0.01 0.00 0.01 0.195
H 0.66423 -3.52642 -3.34361 -0.01 0.00 0.01 0.238
H 0.79052 -1.89266 -4.00188 0.01 0.00 0.02 0.208
H -3.29711 -2.77898 -3.32893 0.01 0.02 0.01 0.214
H -4.64027 -4.66076 -2.60654 0.00 0.00 0.00 0.222
H -3.72459 -6.30341 -0.98463 0.00 0.00 0.00 0.226
H -1.43989 -5.98282 -0.09194 -0.01 0.00 0.01 0.231
H -0.41432 3.29367 -3.03722 0.00 -0.01 0.02 0.233
H 1.18574 5.01309 -3.80891 0.01 0.01 0.00 0.235
H 3.57624 4.43154 -4.08577 -0.01 0.01 -0.01 0.236
H 4.33814 2.12198 -3.68464 -0.01 -0.03 0.00 0.240
C -1.40424 -0.82716 4.06558 -0.01 0.06 -0.02 -0.539
C -2.17019 0.11421 3.14525 -0.07 0.03 -0.01 -0.530
S -1.22058 1.46196 2.38039 -0.02 -0.07 -0.03 0.155
C -1.40035 2.78193 3.61771 0.05 0.09 -0.03 -0.554
C -0.19756 3.71749 3.63530 -0.13 0.05 0.14 -0.551
S 1.39384 2.88922 3.78376 0.15 0.05 -0.04 0.479
C 1.20043 1.93823 5.30782 -0.11 -0.04 -0.07 -0.567
C 0.88897 0.46101 5.00285 0.02 0.03 0.01 -0.566
S -0.73424 -0.10887 5.59505 0.01 -0.02 -0.08 0.212
H -0.58680 -1.31354 3.53130 -0.02 -0.01 -0.02 0.226
H -2.08544 -1.61824 4.38398 0.01 0.01 0.05 0.244
H -3.02267 0.56179 3.65676 0.00 -0.03 0.03 0.230
H -2.56695 -0.46801 2.31123 0.01 0.03 -0.02 0.240
H -1.54331 2.32479 4.59560 0.07 -0.06 -0.02 0.241
H -2.28690 3.37902 3.39919 -0.02 -0.04 -0.03 0.237
H -0.27007 4.40697 4.47815 0.01 0.02 -0.03 0.259
H -0.12076 4.32607 2.73384 0.00 -0.07 -0.06 0.244
H 0.41863 2.42933 5.88652 0.01 -0.07 0.08 0.248
H 2.13104 2.05235 5.86165 0.03 0.05 -0.06 0.260
H 1.66807 -0.18023 5.41519 -0.05 0.01 0.10 0.230
H 0.86693 0.31410 3.92500 0.07 -0.07 -0.01 0.225
Cl 2.02794 0.83124 0.91739 1.02 0.25 -0.03 0.430
C 3.26423 0.20357 2.00047 -0.14 -0.20 0.14 -0.269
Cl 2.61890 4.90813 4.69858 -0.01 -0.01 0.04 -0.414
H 3.85074 -0.59617 1.58112 -0.05 -0.06 0.07 0.227
H 3.31536 0.65601 2.97636 -0.02 0.00 -0.01 0.223
```
Forces are in eV/Å.

ΔE to the lowest compared entry with this formula, charge and spin, kcal/mol: 246.1
LUMO (spin up / spin down), eV: -3.629 / -5.110
Net charge: +1
DFT total energy, eV: -109136.7826
Multiplicity: 6
HOMO (spin up / spin down), Ha: -0.36087 / -0.36229